1.
# C3H10O2

2 unconnected molecules or ions with the total composition C3H10O2 (ωB97M-V/def2-TZVPD, the OMol25 dataset).

```
! wB97M-V def2-TZVPD RIJCOSX def2/J DEFGRID3
* xyz 0 1
C -0.222 1.080 -1.665
C 0.532 0.657 -0.393
C -0.229 1.119 0.849
O 1.800 1.350 -0.379
H 0.011 2.108 -1.902
H -1.295 1.083 -1.484
H 0.082 0.513 -2.543
H 0.729 -0.415 -0.360
H -1.288 1.344 0.740
H 0.262 2.020 1.206
H -0.237 0.420 1.684
H 2.511 0.727 -0.581
O -0.623 -3.742 1.689
H -0.468 -4.595 1.276
H -1.566 -3.669 1.865
*
```

## Properties
**SMILES**: CC(C)O.O
**Relative energy (zero: lowest compared OMol25 entry of this formula, charge and spin)**: 8.78 kcal per mole
**Orbital gap**: 0.401 hartree
**Lowest unoccupied orbital energy**: 0.82 eV

=====

2.
# C2H3FHgLiO2

A molecular structure, C2H3FHgLiO2 in a non-equilibrium geometry (ωB97M-V/def2-TZVPD, the OMol25 dataset).

```
! wB97M-V def2-TZVPD RIJCOSX def2/J DEFGRID3
* xyz 0 2
F -0.923 1.579 -0.378
O 1.168 0.737 -0.678
O -0.048 -1.531 0.007
C 0.231 0.826 0.221
C -0.434 -0.512 0.581
H 0.469 1.427 1.118
H -1.465 -0.484 0.988
Hg 1.324 -1.193 -1.798
Li 0.314 1.346 -2.255
H -0.706 -0.715 2.943
*
```

## Properties
**Relative energy (zero: lowest compared OMol25 entry of this formula, charge and spin)**: 15.36 kcal per mole
**Orbital gap (alpha / beta)**: 0.233 / 0.211 hartree
**Lowest unoccupied orbital energy (alpha / beta)**: -0.56 / -1.14 eV

=====

3.
# C31H53F3NO10

9 unconnected molecules or ions with the total composition C31H53F3NO10 in a non-equilibrium geometry (ωB97M-V/def2-TZVPD, the OMol25 dataset).

```
! wB97M-V def2-TZVPD RIJCOSX def2/J DEFGRID3
* xyz 1 1
O 0.703 -3.210 0.475
C 0.317 -2.713 -0.521
O 1.142 -2.580 -1.625
C -1.111 -2.212 -0.735
C -2.197 -3.107 -0.690
C -3.491 -2.641 -0.930
N -3.702 -1.342 -1.187
C -2.703 -0.441 -1.212
C -1.384 -0.845 -0.995
C -0.323 0.235 -1.075
F -0.893 1.414 -0.853
F 0.675 0.037 -0.239
F 0.195 0.314 -2.301
H 1.270 -1.625 -1.734
H -2.027 -4.160 -0.479
H -4.291 -3.377 -0.896
H -4.650 -1.017 -1.341
H -3.001 0.599 -1.401
C 4.345 1.333 1.733
C 3.941 2.596 1.018
O 4.174 3.690 1.478
C 3.227 2.440 -0.304
H 4.845 1.585 2.663
H 3.462 0.735 1.963
H 5.032 0.756 1.110
H 2.297 1.889 -0.161
H 3.867 1.911 -1.013
H 2.993 3.423 -0.709
C -3.166 -7.898 -1.464
C -3.640 -6.667 -2.186
O -3.451 -5.553 -1.727
C -4.354 -6.861 -3.493
H -2.670 -7.611 -0.538
H -4.016 -8.537 -1.223
H -2.458 -8.445 -2.087
H -5.255 -7.455 -3.340
H -3.697 -7.364 -4.204
H -4.637 -5.899 -3.902
C -5.448 4.150 -2.192
C -4.146 3.397 -2.178
O -4.068 2.264 -2.618
C -2.949 4.104 -1.601
H -6.223 3.527 -2.634
H -5.739 4.407 -1.173
H -5.345 5.059 -2.787
H -3.134 4.359 -0.557
H -2.742 5.010 -2.171
H -2.080 3.452 -1.655
C -4.520 -3.853 -6.248
C -5.376 -5.004 -6.722
O -5.695 -5.906 -5.979
C -5.816 -4.982 -8.163
H -4.274 -3.992 -5.196
H -3.594 -3.815 -6.824
H -5.063 -2.914 -6.362
H -4.944 -4.991 -8.819
H -6.413 -4.089 -8.357
H -6.421 -5.862 -8.369
C 3.917 1.912 6.598
C 4.641 0.760 5.957
O 4.440 0.451 4.801
C 5.627 0.007 6.811
H 3.241 2.363 5.873
H 3.332 1.557 7.449
H 4.635 2.668 6.924
H 5.118 -0.428 7.672
H 6.416 0.679 7.150
H 6.075 -0.794 6.226
C -0.455 1.819 4.854
C -0.505 3.091 5.665
O -0.293 3.087 6.854
C -0.831 4.368 4.931
H -0.210 0.985 5.510
H -1.427 1.631 4.394
H 0.315 1.898 4.084
H -1.819 4.294 4.473
H -0.080 4.560 4.163
H -0.832 5.198 5.635
C 1.516 -0.550 -5.319
C 1.248 -1.811 -6.105
O 0.462 -1.824 -7.023
C 2.001 -3.051 -5.692
H 0.911 0.262 -5.719
H 1.249 -0.705 -4.273
H 2.569 -0.276 -5.398
H 1.760 -3.309 -4.659
H 3.075 -2.886 -5.790
H 1.713 -3.879 -6.338
C 6.804 6.835 7.388
C 5.878 5.764 6.870
O 5.481 4.873 7.587
C 5.468 5.850 5.421
H 7.016 6.652 8.439
H 7.742 6.818 6.831
H 6.334 7.815 7.289
H 6.348 5.791 4.779
H 4.940 6.787 5.238
H 4.804 5.021 5.182
*
```

## Properties
**Relative energy (zero: lowest compared OMol25 entry of this formula, charge and spin)**: 8.79 kcal per mole
**Orbital gap**: 0.219 hartree
**Lowest unoccupied orbital energy**: -4.75 eV